No. 1
The following is a quantum chemistry calculation of a molecular structure, C27H36BF4LiO11, from the OMol25 dataset.

Calculated values
HOMO level: -7.649 eV
E_LUMO: -1.1 eV
energy above the lowest of the compared OMol25 structures with the same formula, charge and spin: 0.0 kcal/mol
HOMO-LUMO gap: 6.59 eV

ORCA input file:
```
! RIJCOSX wB97M-V def2-TZVPD def2/J DEFGRID3
* xyz 0 1
Li -0.43000 1.60700 49.56700
B 1.74500 3.66300 47.99200
F 1.09300 4.55000 47.11300
F 0.86600 3.02400 48.80700
F 2.42200 2.66600 47.30200
F 2.62300 4.38900 48.76100
C -2.79700 5.38400 48.66900
O -1.99200 4.30100 48.32800
H -3.32500 5.34100 49.73800
H -3.48700 5.52300 47.81900
H -2.36400 6.32200 48.31400
H -1.06600 4.69800 48.32900
C -0.40200 0.22200 47.32500
O -1.16000 -0.06300 48.57800
H -1.05100 -0.06500 46.55600
H 0.46500 -0.25700 47.20000
H -0.35900 1.30800 47.26600
H -1.89600 -0.71700 48.40600
C 5.10200 1.57000 45.34900
O 4.35500 0.92100 46.35600
H 4.42000 1.71500 44.52200
H 5.88400 1.04400 45.13700
H 5.53200 2.61600 45.53400
H 3.76400 1.48700 46.75000
C 5.67500 -0.52500 49.34900
C 5.19900 0.76700 49.67800
C 4.93800 1.24400 50.99000
C 5.21000 0.35300 52.00300
C 5.72500 -0.93400 51.84500
C 5.94500 -1.39400 50.59300
O 6.54300 -2.63600 50.39000
O 4.41900 2.49500 51.29200
H 5.83500 -0.83400 48.48500
H 5.01500 1.40100 48.85800
H 4.80900 0.62500 53.06100
H 6.03500 -1.68300 52.60600
H 6.18500 -3.30500 49.61300
H 3.84500 2.78800 50.55800
C 5.18200 6.06000 44.40000
C 4.79600 5.53200 45.60000
C 5.66000 5.48800 46.74400
C 6.93900 5.92600 46.65400
C 7.34100 6.36300 45.45400
C 6.54900 6.36300 44.39000
O 7.01000 6.69900 43.06500
O 5.16800 5.11400 47.96000
H 4.52500 6.01000 43.54300
H 3.75700 5.21500 45.68500
H 7.37000 5.85300 47.55700
H 8.32400 6.69000 45.22500
H 8.02600 6.98300 43.22100
H 4.26300 5.28800 48.18800
C 0.26500 6.48300 50.58800
C -0.97900 7.21200 50.66700
C -1.82200 6.91800 51.78000
C -1.48000 5.87400 52.76700
C -0.23800 5.18500 52.57300
C 0.62300 5.38200 51.53400
O 1.77700 4.75300 51.32200
O -2.88600 7.60600 52.13100
H 0.96800 6.77600 49.74300
H -1.23800 7.99500 49.94200
H -2.17500 5.62700 53.56000
H 0.02600 4.53900 53.49000
H 1.72700 4.19600 50.61000
H -3.18600 8.30000 51.48900
C 0.42600 10.72000 45.31700
C 0.41700 9.75100 46.41000
C 0.98600 8.40000 46.17500
C 1.30300 8.12400 44.76600
C 1.35900 9.14000 43.77200
C 0.94300 10.36400 44.07500
O 0.82400 11.31600 43.19700
O 0.98100 7.48600 47.16300
H -0.05600 11.51800 45.65800
H 0.05500 9.97900 47.42900
H 1.65300 7.15200 44.69200
H 1.62700 8.83200 42.86700
H 0.84500 12.13800 43.72200
H 1.31100 6.54600 46.99700
*
```


No. 2
The following is a quantum chemistry calculation of a molecular structure, C27H36ClCoN6O7SSi, from the OMol25 dataset.

Calculated values
expectation value of S²: 0.76
HOMO level (spin up / spin down): -4.742 / -4.697 eV
E_LUMO (spin up / spin down): 1.9 / 1.9 eV
energy above the lowest of the compared OMol25 structures with the same formula, charge and spin: 0.0 kcal/mol
HOMO-LUMO gap (spin up / spin down): 6.65 / 6.59 eV

ORCA input file:
```
! RIJCOSX wB97M-V def2-TZVPD def2/J DEFGRID3
* xyz -1 2
Co 1.35097 0.48133 0.11645
C 0.62268 -0.69932 -5.52836
C 1.75320 0.26758 -5.21004
N 2.44247 -0.04763 -3.96733
C 1.93291 0.23802 -2.75011
S 2.76318 -0.42694 -1.36519
N 0.87898 1.01983 -2.70489
N 0.46374 1.23060 -1.42858
C -0.48731 2.07249 -1.21007
C -1.21137 2.82444 -2.27138
C -0.80044 2.24062 0.21975
C -1.79521 3.07294 0.70602
C -2.02397 3.11734 2.07265
C -1.24842 2.34174 2.91782
C -0.25347 1.54923 2.36444
N -0.03468 1.51030 1.05670
H 0.13445 -0.42163 -6.46419
H -0.12941 -0.69067 -4.74164
H 0.99955 -1.71953 -5.62823
H 1.36685 1.28202 -5.12128
H 2.50507 0.26673 -6.00227
H 3.16271 -0.74871 -3.97889
H -1.05197 2.33807 -3.22848
H -0.85744 3.85832 -2.32270
H -2.28168 2.83500 -2.06432
H -2.41824 3.63700 0.02876
H -2.82778 3.72901 2.45827
H -1.40409 2.34196 3.98747
H 0.40963 0.93295 2.95960
C 5.34772 0.82070 1.37603
Si 3.63497 1.31574 1.97041
C 3.74587 1.84422 3.77714
C 3.12262 2.83545 0.98911
N 2.43430 0.11704 1.70484
C 2.46679 -1.16263 2.18160
C 3.44084 -1.68835 3.04741
C 3.43165 -3.01705 3.44978
C 2.45203 -3.88333 2.99890
C 1.45358 -3.39491 2.15700
C 1.45152 -2.06690 1.79186
O 0.47677 -1.49658 0.97229
C -0.67146 -2.21853 0.69692
C -1.50790 -2.62112 1.73156
C -2.64491 -3.35622 1.43330
C -2.95453 -3.65807 0.11061
C -2.13721 -3.20175 -0.91281
C -0.98452 -2.48084 -0.62317
H 6.05798 1.64298 1.50143
H 5.29776 0.56907 0.31387
H 5.74119 -0.04876 1.90564
H 4.49284 2.63284 3.90423
H 4.01339 1.01973 4.44061
H 2.78282 2.23892 4.11224
H 3.85936 3.63146 1.13179
H 2.15166 3.22261 1.30762
H 3.07504 2.62462 -0.08371
H 4.23336 -1.03746 3.39452
H 4.21143 -3.37480 4.11181
H 2.45150 -4.92588 3.28774
H 0.68063 -4.05728 1.79237
H -1.24297 -2.38472 2.75434
H -3.29256 -3.68904 2.23537
H -3.84768 -4.22390 -0.12220
H -2.39377 -3.37936 -1.94822
H -0.34477 -2.10803 -1.41266
N -4.75961 -0.76707 -0.06066
C -4.10963 0.49735 0.26237
C -5.14406 1.54602 0.66341
O -6.38517 1.07167 0.68258
O -4.87334 2.68834 0.94952
H -4.35627 -1.52850 0.46794
H -4.61724 -0.98261 -1.04685
H -6.26426 0.12570 0.39285
H -3.53396 0.88258 -0.58048
H -3.41703 0.39532 1.10102
O -2.35882 -1.88471 -3.92156
Cl -2.99502 -0.67855 -3.44928
O -4.33530 -0.99453 -2.98322
O -3.07025 0.28913 -4.50959
O -2.22630 -0.13309 -2.34761
*
```


No. 3
The following is a quantum chemistry calculation of a gas-phase ion, C27H36ClN2O3 (charge +1), from the OMol25 dataset.

Calculated values
SMILES: CCCCCCCCCCOC(=O)Cn1c(COc2ccc(Cl)cc2)[n+](C)c2ccccc21
HOMO level: -11.258 eV
E_LUMO: -3.2 eV
energy above the lowest of the compared OMol25 structures with the same formula, charge and spin: 5.2 kcal/mol
HOMO-LUMO gap: 8.09 eV

ORCA input file:
```
! RIJCOSX wB97M-V def2-TZVPD def2/J DEFGRID3
* xyz 1 1
C 7.69842 1.27335 -2.08306
C 6.33997 1.81340 -1.65450
C 5.26926 0.72456 -1.65692
C 3.91212 1.26799 -1.21705
C 2.78633 0.23662 -1.29065
C 2.94714 -0.90296 -0.28712
C 1.72133 -1.81296 -0.26046
C 1.87634 -2.93684 0.76146
C 0.75313 -3.97321 0.71084
C -0.60608 -3.43886 1.13890
H -0.53025 -2.80745 2.02908
H -1.29812 -4.25883 1.35641
O -1.16950 -2.65936 0.06654
C -2.23123 -1.94164 0.33035
O -2.82059 -1.85922 1.37076
C -2.67527 -1.17019 -0.93854
N -3.70906 -0.24175 -0.58524
C -3.52588 0.98574 -0.08763
N -4.69245 1.51019 0.30020
C -5.68382 0.57868 0.05978
C -7.05757 0.60021 0.27099
C -7.76166 -0.53473 -0.07312
C -7.12935 -1.65934 -0.61101
C -5.76821 -1.68990 -0.83083
C -5.05006 -0.55070 -0.48964
H -5.28911 -2.56416 -1.23893
H -7.72364 -2.52458 -0.85733
H -8.82880 -0.55848 0.07920
H -7.56079 1.45792 0.68591
C -4.89257 2.81136 0.88570
H -4.69011 3.59932 0.15858
H -4.24455 2.94327 1.75248
H -5.92587 2.89456 1.21175
C -2.18939 1.64302 0.01783
O -1.37779 0.79388 0.79400
C -0.15689 1.27049 1.23456
C 0.46507 2.41103 0.75102
C 1.70880 2.77416 1.24275
C 2.32687 1.99879 2.20922
C 1.70105 0.85947 2.70032
C 0.46100 0.50089 2.21600
H -0.05185 -0.37167 2.58704
H 2.18296 0.26372 3.45867
Cl 3.88424 2.44480 2.80142
H 2.19731 3.65761 0.86523
H 0.01015 3.02551 -0.01028
H -2.28701 2.63050 0.48548
H -1.76621 1.77727 -0.99293
H -1.80782 -0.65825 -1.35630
H -3.05518 -1.88264 -1.67314
H 0.66439 -4.37090 -0.30112
H 1.00315 -4.79915 1.37790
H 1.93189 -2.50907 1.76468
H 2.81911 -3.45321 0.57250
H 1.57085 -2.24592 -1.25192
H 0.84103 -1.21376 -0.01979
H 3.10479 -0.48234 0.70813
H 3.82467 -1.49641 -0.54411
H 2.73826 -0.17448 -2.30180
H 1.83753 0.74423 -1.09123
H 3.98886 1.63983 -0.19348
H 3.65129 2.11516 -1.85688
H 5.58096 -0.07698 -0.98561
H 5.18382 0.30526 -2.66220
H 6.41777 2.23714 -0.65063
H 6.03991 2.61767 -2.33040
H 7.64630 0.86294 -3.08909
H 8.44435 2.06407 -2.07397
H 8.02625 0.48528 -1.40878
*
```


Question: Among the records above, which one has the highest energy above the lowest of the compared OMol25 structures with the same formula, charge and spin?
Answer: C27H36ClN2O3


Question: The highest energy above the lowest of the compared OMol25 structures with the same formula, charge and spin belongs to which entry?
Answer: C27H36ClN2O3


Question: Which of these has the highest energy above the lowest of the compared OMol25 structures with the same formula, charge and spin?
Answer: C27H36ClN2O3


Question: Which formula does entry 3 have?
Answer: C27H36ClN2O3